Below is a cluster of 12 separate species, C3H28O13S2 in total at a distorted geometry, with properties calculated with ωB97M-V with the def2-TZVPD basis set.

```
! wB97M-V def2-TZVPD RIJCOSX def2/J DEFGRID3
* xyz 0 1
H 0.1010 -3.0524 -1.1285
H 1.8475 -0.7268 -0.9006
H -3.0072 -1.7097 -0.1220
H -1.3240 -0.9449 -3.7120
H 0.7944 0.6238 1.2050
O -2.6680 1.1592 -3.3637
S -0.3100 2.0761 3.0507
H -2.8417 -4.0089 -1.3485
H 3.9698 0.3787 1.3603
H -3.0643 1.5056 -2.4425
O -1.9951 -4.0649 -0.9946
H -4.5211 -1.9101 0.0493
O 4.1031 -0.5235 1.3005
H 3.6197 2.1091 -1.5950
H 0.0989 3.6949 1.1888
O 2.6881 -1.0386 -0.6826
O 0.4661 -3.4524 -1.9461
O 1.1076 -0.5379 2.7279
C 0.3287 1.4622 0.5338
O -0.3658 -0.7105 -3.6473
C -0.2717 2.5657 1.2907
H 3.6720 0.9278 -0.7125
H 1.3060 1.7982 0.1840
H -0.1252 -4.2220 -2.0887
H 2.1661 1.1330 3.8446
O -3.8663 -2.2150 -0.4642
H -0.2307 -1.0343 1.6209
H 2.5524 -1.8736 -1.1430
H -1.9025 0.8427 -2.8466
O 0.5880 0.2890 -1.5180
H 4.1200 -0.7490 0.3197
H 0.6104 -0.5697 3.6161
H -3.3869 -1.5571 -2.9894
O -0.9416 -0.9492 0.9794
H 0.1681 0.0639 -2.4433
H -0.0444 -1.5745 -3.3493
O 3.6524 1.9555 -0.7180
S 1.4597 2.2550 3.8585
O -3.0591 -1.2903 -3.8766
O -1.5529 0.8173 -0.9124
C -0.3316 0.7745 -0.6772
H 1.6095 -1.3454 2.9979
H -1.3631 2.5912 1.1322
H -2.1248 -3.4468 -0.3800
H -3.1321 -0.2704 -3.9266
H -1.5667 -0.2953 1.1058
*
```

Calculated values
ΔE to the lowest compared entry with this formula, charge and spin = 423.7 kJ/mol
Largest force on an atom = 6.83 eV/A
SMILES = O=C(O)CCSS.O.O.O.O.O.O.O.O.O.O.O
Total energy = -1905.512152 Eh
Frontier orbital gap = 9.16 eV
HOMO level = -9.3 eV